[1]
C26H30BBrCrN8O2S as an isolated structure. Source: the OMol25 dataset; level of theory: ωB97M-V with the def2-TZVPD basis set.

Results
Spin multiplicity ... 2
E ... -5638.99092 a.u.
Charge ... -1
Molar mass ... 661.36 g/mol
E_HOMO (spin up / spin down) ... -2.018 / -1.835 eV

Element x y z (Å)
Cr (1.0788, 0.3757, -0.3298)
C (0.2808, 0.9758, 3.1743)
C (-0.4910, -0.0558, 2.4136)
C (-1.3662, -0.9971, 2.9745)
C (-1.7717, -1.7967, 1.9269)
C (-2.5783, -3.0576, 1.9593)
N (-1.2112, -1.3042, 0.8089)
N (-0.4021, -0.2487, 1.0954)
B (-1.5260, -1.6263, -0.6736)
N (-2.3067, -0.3754, -1.3014)
N (-1.7955, 0.6953, -1.9692)
C (-2.7412, 1.6191, -2.1282)
C (-2.4710, 2.9189, -2.7950)
C (-3.9175, 1.1326, -1.5561)
C (-3.6041, -0.1106, -1.0463)
C (-4.5054, -1.0276, -0.2899)
N (-0.2616, -2.1179, -1.3791)
N (0.9736, -1.6003, -1.1143)
C (1.8527, -2.4317, -1.6500)
C (3.3264, -2.2189, -1.5464)
C (1.1891, -3.4960, -2.2938)
C (-0.1503, -3.2555, -2.0937)
C (-1.3298, -4.0519, -2.5523)
H (-0.0989, 1.0136, 4.1968)
H (0.1865, 1.9632, 2.7289)
H (1.3445, 0.7356, 3.2198)
H (-1.6064, -1.1195, 4.0209)
H (-2.9751, -3.2062, 2.9642)
H (-1.9547, -3.9201, 1.7099)
H (-3.4094, -3.0460, 1.2559)
H (-2.3329, -2.5207, -0.7114)
H (-1.4324, 3.2059, -2.6350)
H (-3.1250, 3.6842, -2.3771)
H (-2.6432, 2.8532, -3.8722)
H (-4.8734, 1.6310, -1.5024)
H (-5.5261, -0.6539, -0.3633)
H (-4.2327, -1.0664, 0.7655)
H (-4.4757, -2.0433, -0.6838)
H (3.5510, -1.1959, -1.2681)
H (3.8053, -2.4207, -2.5059)
H (3.7561, -2.8953, -0.8025)
H (1.6302, -4.3145, -2.8446)
H (-0.9923, -4.8218, -3.2462)
H (-2.0654, -3.4266, -3.0615)
H (-1.8368, -4.5403, -1.7170)
Br (1.8713, -2.2601, 2.2687)
C (2.9464, -0.7207, 1.9494)
C (4.0175, -0.5473, 2.8051)
C (4.9568, 0.4266, 2.5043)
C (4.8209, 1.0943, 1.2988)
C (3.7186, 0.8624, 0.5075)
N (2.6780, 0.0595, 0.8844)
C (3.6614, 1.3662, -0.9248)
O (4.6063, 2.0188, -1.3601)
O (2.6061, 0.9909, -1.5303)
H (4.1221, -1.1952, 3.6628)
H (5.7992, 0.6042, 3.1611)
H (5.5691, 1.7732, 0.9130)
S (-0.1466, 0.7786, -2.5254)
C (-0.1722, 5.0626, 0.4573)
C (-1.0771, 3.9940, 0.6002)
C (-0.6634, 2.6977, 0.4486)
N (0.6335, 2.3136, 0.1688)
C (1.5020, 3.3798, 0.0063)
C (1.1456, 4.6980, 0.1559)
H (-0.4757, 6.0957, 0.5612)
H (-2.1264, 4.1709, 0.8155)
H (-1.3850, 1.8973, 0.5393)
H (2.5150, 3.1488, -0.2766)
H (1.9118, 5.4499, 0.0040)

Partial atomic charges computed with the natural (NBO) method, in multiples of e:
1 Cr 0.7581
2 C -0.6464
3 C 0.2088
4 C -0.3614
5 C 0.1915
6 C -0.6412
7 N -0.3368
8 N -0.3063
9 B 0.5672
10 N -0.3036
11 N -0.2151
12 C 0.2031
13 C -0.6512
14 C -0.3547
15 C 0.2156
16 C -0.6456
17 N -0.3427
18 N -0.2730
19 C 0.2065
20 C -0.6469
21 C -0.3630
22 C 0.2042
23 C -0.6376
24 H 0.2056
25 H 0.2363
26 H 0.2370
27 H 0.2149
28 H 0.2158
29 H 0.2256
30 H 0.2190
31 H -0.0519
32 H 0.2665
33 H 0.2144
34 H 0.2236
35 H 0.2199
36 H 0.2179
37 H 0.2311
38 H 0.2284
39 H 0.2537
40 H 0.2136
41 H 0.2149
42 H 0.2124
43 H 0.2164
44 H 0.2225
45 H 0.2173
46 Br 0.0326
47 C 0.1129
48 C -0.2795
49 C -0.2674
50 C -0.2020
51 C 0.0121
52 N -0.5026
53 C 0.7349
54 O -0.6912
55 O -0.7415
56 H 0.2182
57 H 0.2019
58 H 0.2384
59 S -0.1164
60 C -0.2647
61 C -0.2561
62 C -0.0217
63 N -0.4716
64 C -0.0150
65 C -0.2339
66 H 0.2015
67 H 0.2039
68 H 0.2041
69 H 0.2092
70 H 0.2092

---

[2]
A 7-piece molecular cluster, C21H26F2O21 overall. Source: the OMol25 dataset; level of theory: ωB97M-V with the def2-TZVPD basis set.

Results
E ... -2595.51133 a.u.
Energy relative to the best compared isomer or geometry (same formula, charge and spin) ... 0.00 kcal per mole
Molar mass ... 652.41 g/mol
E_HOMO ... -10.800 eV

Element x y z (Å)
C (-0.7269, -0.2596, 0.1022)
C (0.4449, 0.0474, -0.9324)
O (1.5431, -0.3894, -0.2006)
C (1.3218, -0.2518, 1.1500)
O (2.1724, -0.2699, 2.0450)
O (-0.0031, -0.1153, 1.3113)
H (-1.1506, -1.2401, -0.1152)
H (-1.5374, 0.4654, 0.0273)
H (0.6258, 1.1065, -1.1164)
H (0.3712, -0.3901, -1.9281)
C (0.9542, -1.2238, -4.8220)
C (0.4949, -0.8268, -6.1836)
O (1.1669, 0.4531, -6.2538)
C (1.8714, 0.6958, -5.1978)
O (2.5126, 1.7168, -5.0201)
O (1.8502, -0.2391, -4.4206)
H (1.4183, -2.2091, -4.7781)
H (0.0503, -1.2977, -4.2174)
H (-0.5753, -0.6547, -6.0688)
H (0.8185, -1.3936, -7.0566)
C (1.6317, -4.2808, 4.8830)
C (2.0971, -3.1941, 3.8045)
O (0.7746, -2.8379, 3.3905)
C (-0.2103, -3.6886, 3.6992)
O (-1.3765, -3.5923, 3.2376)
O (0.3255, -4.5486, 4.5346)
H (1.8769, -3.9405, 5.8891)
H (2.2376, -5.1647, 4.6839)
H (2.7144, -3.7705, 3.1154)
H (2.5578, -2.2873, 4.1965)
C (-1.9279, 2.2211, -4.9544)
C (-1.5726, 2.4314, -3.4412)
O (-2.0249, 1.2595, -2.9049)
C (-2.3021, 0.3025, -3.7278)
O (-2.4630, -0.8596, -3.4183)
O (-2.2480, 0.8675, -4.9106)
H (-1.1397, 2.5456, -5.6337)
H (-2.8489, 2.7836, -5.1075)
H (-2.0970, 3.2658, -2.9755)
H (-0.4877, 2.3874, -3.3463)
C (-4.4097, -0.7124, 3.8811)
C (-3.5122, 0.3205, 3.1307)
O (-3.1826, -0.3194, 1.9512)
C (-3.9049, -1.4757, 1.7751)
O (-3.8807, -2.2363, 0.8142)
O (-4.6467, -1.6360, 2.8915)
H (-5.2986, -0.2984, 4.3571)
H (-3.8093, -1.1515, 4.6779)
H (-2.5529, 0.4839, 3.6219)
H (-3.7984, 1.3320, 2.8423)
C (4.8987, -1.8976, -0.0789)
C (5.6529, -0.5562, 0.0833)
O (6.0547, -0.5667, 1.4582)
C (5.8725, -1.8244, 1.9857)
O (6.3440, -2.1976, 3.0361)
O (5.2819, -2.6163, 1.0289)
F (4.7146, 0.3313, 0.0178)
H (5.1524, -2.4877, -0.9595)
H (3.8314, -1.6853, -0.1417)
H (6.3637, -0.5129, -0.7420)
C (-3.1465, 4.6109, 1.4986)
C (-1.9697, 3.6846, 1.4230)
O (-0.8940, 4.6357, 1.7616)
C (-1.4528, 5.6925, 2.3498)
O (-0.8191, 6.6272, 2.7532)
O (-2.7036, 5.6251, 2.2931)
F (-1.9153, 3.1268, 0.2250)
H (-4.0261, 4.2026, 1.9964)
H (-3.4095, 4.9063, 0.4829)
H (-1.9749, 2.9714, 2.2473)

Partial atomic charges computed with the natural (NBO) method, in multiples of e:
1 C -0.0966
2 C -0.0819
3 O -0.5180
4 C 0.9964
5 O -0.5986
6 O -0.4939
7 H 0.2137
8 H 0.2103
9 H 0.1724
10 H 0.1941
11 C -0.1218
12 C -0.1065
13 O -0.4849
14 C 0.9570
15 O -0.6253
16 O -0.4476
17 H 0.2043
18 H 0.2025
19 H 0.2114
20 H 0.2081
21 C -0.0959
22 C -0.0862
23 O -0.5052
24 C 0.9864
25 O -0.6081
26 O -0.4822
27 H 0.1921
28 H 0.1870
29 H 0.1913
30 H 0.2200
31 C -0.0959
32 C -0.0918
33 O -0.4966
34 C 0.9803
35 O -0.5908
36 O -0.5037
37 H 0.2204
38 H 0.1844
39 H 0.2058
40 H 0.1931
41 C -0.0873
42 C -0.0982
43 O -0.5056
44 C 0.9862
45 O -0.5660
46 O -0.4834
47 H 0.1984
48 H 0.1927
49 H 0.1937
50 H 0.1711
51 C -0.1203
52 C 0.4400
53 O -0.4922
54 C 0.9811
55 O -0.5644
56 O -0.4939
57 F -0.3114
58 H 0.1854
59 H 0.2110
60 H 0.1630
61 C -0.1283
62 C 0.4464
63 O -0.4935
64 C 0.9607
65 O -0.5730
66 O -0.4589
67 F -0.3103
68 H 0.2049
69 H 0.1984
70 H 0.1544

---

[3]
An isolated ion of composition C8H11N4O and charge +1. Source: the OMol25 dataset; level of theory: ωB97M-V with the def2-TZVPD basis set.

Results
E ... -605.23560 a.u.
Energy relative to the best compared isomer or geometry (same formula, charge and spin) ... 130.47 kcal per mole
Charge ... +1
Molar mass ... 179.20 g/mol
E_HOMO ... -10.824 eV

Element x y z (Å)
C (1.0522, 1.4990, -1.3184)
C (-1.5937, -0.3634, 1.6894)
C (-2.2248, 0.7642, 1.2943)
C (0.2574, -1.3469, 0.3565)
C (1.3540, -0.8929, -0.3874)
C (-0.5767, 2.1605, 0.3839)
C (-2.4305, 1.6324, -0.9035)
C (2.6299, -2.8979, 0.1592)
N (-0.7174, -1.0589, 0.9994)
N (0.2904, 2.2833, -0.6149)
N (-1.7556, 1.5836, 0.2642)
N (2.3989, -1.7359, -0.6506)
O (1.3025, 0.2053, -1.1902)
H (1.7450, 1.8799, -2.1005)
H (-1.8822, -0.7725, 2.6287)
H (-3.1741, 1.0226, 1.6885)
H (-0.1858, 2.4988, 1.3883)
H (-2.3984, 0.6139, -1.5054)
H (-3.4697, 1.8793, -0.6804)
H (-2.0541, 2.4208, -1.6188)
H (3.0657, -3.7060, -0.5140)
H (3.3884, -2.8800, 1.0682)
H (1.8663, -3.2977, 0.7774)
H (3.1125, -1.4916, -1.2139)

Partial atomic charges computed with the natural (NBO) method, in multiples of e:
1 C 0.5071
2 C 0.0120
3 C -0.1692
4 C 0.2818
5 C 0.3700
6 C 0.3758
7 C -0.4279
8 C -0.4540
9 N -0.3165
10 N -0.4962
11 N -0.3586
12 N -0.5712
13 O -0.4677
14 H 0.2216
15 H 0.2464
16 H 0.2271
17 H 0.2406
18 H 0.2185
19 H 0.2385
20 H 0.2371
21 H 0.2323
22 H 0.2126
23 H 0.2301
24 H 0.4095

---

[4]
A 3-piece molecular cluster, CH3FINS overall. Source: the OMol25 dataset; level of theory: ωB97M-V with the def2-TZVPD basis set.

Results
E ... -890.25451 a.u.
Energy relative to the best compared isomer or geometry (same formula, charge and spin) ... 60.69 kcal per mole
Molar mass ... 207.01 g/mol
E_HOMO (spin up / spin down) ... -9.523 / -9.523 eV

Element x y z (Å)
C (-0.0221, 1.8385, -0.1388)
N (0.3325, 0.5982, -0.1276)
F (-0.4485, -0.1322, 1.2655)
S (1.2607, -0.4052, -0.8782)
I (-0.5311, -4.0121, -0.2837)
H (0.6480, 2.4867, -0.6387)
H (-0.7769, 2.2168, 0.5222)
H (-0.4625, -2.5907, 0.2792)

Partial atomic charges computed with the natural (NBO) method, in multiples of e:
1 C -0.0895
2 N -0.2171
3 F -0.4478
4 S 0.3053
5 I -0.1081
6 H 0.2166
7 H 0.2354
8 H 0.1051

---

no.,largest force on an atom (eV Å⁻¹)
1,1.10
2,7.93
3,6.27
4,2.02